1.
Density functional theory data (ωB97M-V/def2-TZVPD) for C34H38BN4P2PdS as an isolated structure.

The HOMO-LUMO gap is 4.388 eV. Its energy above the lowest of the compared OMol25 structures with the same formula, charge and spin is 11.1 kcal/mol. The LUMO energy is 2.2229 eV. Its charge is -1.

XYZ file:
```
81
Properties=species:S:1:pos:R:3:mulliken_charge:R:1
Pd 0.799 -0.548 -1.142 -0.4851
C -1.087 3.239 6.927 -0.8117
S -0.796 1.431 6.679 -0.0898
C 0.271 1.332 5.234 -0.8589
C -0.527 0.941 3.984 -0.1565
C 0.366 0.845 2.759 -0.4959
N -0.326 0.235 1.633 0.4343
P -0.256 1.043 0.069 0.4505
C 0.580 2.637 0.231 0.3822
C 0.061 3.780 0.994 -0.2771
C 0.860 4.921 1.068 -0.4360
C 2.093 5.006 0.397 -0.5816
C 2.498 3.955 -0.433 -0.5659
C 1.736 2.776 -0.549 -0.4958
C -1.912 1.186 -0.509 0.6881
C -1.992 0.890 -1.885 -0.6280
C -3.227 0.995 -2.556 -0.4926
C -4.387 1.254 -1.870 -0.5739
C -4.311 1.577 -0.511 -0.4951
C -3.056 1.590 0.170 -0.5557
P 0.299 -1.326 1.010 0.5080
C 1.490 -2.351 1.819 0.9047
C 1.215 -3.765 1.992 -0.4409
C 2.254 -4.652 1.747 -0.3104
C 3.539 -4.268 1.428 -0.6271
C 3.862 -2.881 1.414 -0.5595
C 2.869 -1.943 1.566 -0.9572
C -1.138 -2.344 0.897 0.5136
C -2.178 -2.339 1.863 -0.2480
C -3.312 -3.128 1.652 -0.5059
C -3.437 -3.977 0.551 -0.6137
C -2.378 -4.041 -0.349 -0.5886
C -1.233 -3.246 -0.221 -0.6770
H -0.120 3.822 6.987 0.2762
H -1.495 3.302 7.975 0.2885
H -1.839 3.644 6.225 0.2564
H 0.930 0.518 5.470 0.4131
H 0.785 2.277 5.057 0.3948
H -1.313 1.713 3.777 0.0685
H -0.976 -0.053 4.148 0.1058
H 1.237 0.234 3.051 0.1614
H 0.753 1.836 2.536 0.3516
H -0.855 3.690 1.522 0.4443
H 0.548 5.761 1.720 0.3262
H 2.662 5.897 0.494 0.4156
H 3.435 4.078 -1.009 0.3631
H 2.062 1.991 -1.244 0.2880
H -1.124 0.594 -2.439 0.2624
H -3.166 0.814 -3.655 0.3635
H -5.421 1.145 -2.332 0.2599
H -5.203 1.849 0.038 0.3947
H -3.031 1.968 1.171 0.3579
H 0.224 -4.167 2.300 0.3248
H 2.018 -5.740 1.736 0.2871
H 4.271 -4.971 1.133 0.4078
H 4.881 -2.566 1.219 0.3398
H 3.084 -0.895 1.509 0.3052
H -2.023 -1.763 2.752 0.2275
H -4.123 -3.025 2.383 0.3367
H -4.309 -4.608 0.490 0.3893
H -2.383 -4.806 -1.161 0.3484
H -0.363 -3.545 -0.763 0.4325
B 1.889 -3.709 -3.134 0.4090
C 2.063 -2.337 -2.519 0.4822
N 2.472 -1.378 -1.941 -0.7348
H 2.260 -4.623 -2.393 -0.2157
H 2.640 -3.772 -4.109 -0.1860
H 0.759 -3.924 -3.508 -0.2397
N 0.184 -1.105 -6.274 -0.4413
C 0.523 0.026 -5.601 0.7357
C 0.147 1.306 -6.198 -0.6513
C 0.491 2.436 -5.532 -0.4137
C 1.388 2.357 -4.449 -0.3199
C 1.801 1.100 -4.020 -0.7471
N 1.291 0.000 -4.538 -0.1755
H -0.442 -1.065 -7.056 0.1759
H 0.369 -2.008 -5.869 0.2229
H -0.445 1.277 -7.095 0.2791
H 0.031 3.392 -5.785 0.3381
H 1.701 3.263 -3.933 0.3513
H 2.493 0.946 -3.197 0.5865
```

2.
Density functional theory data (ωB97M-V/def2-TZVPD) for an isolated ion of composition C4H10NO2 and charge -1.

The HOMO-LUMO gap is 7.772 eV. Its energy above the lowest of the compared OMol25 structures with the same formula, charge and spin is 53.0 kcal/mol. The structure (SMILES) is C[C@H](O)CNC[O-]. The LUMO energy is 4.3043 eV. Its charge is -1.

XYZ file:
```
17
Properties=species:S:1:pos:R:3:nbo_charge:R:1
C -0.500 0.549 -0.460 -0.2565
C 0.945 0.174 0.036 0.0916
C 1.905 1.092 -0.694 -0.6127
O 1.268 -1.160 -0.217 -0.8173
N -1.518 0.347 0.589 -0.6846
C -1.522 -1.104 1.039 0.1203
O -0.992 -1.969 0.157 -0.9069
H -0.675 -0.125 -1.279 0.1911
H -0.534 1.606 -0.739 0.1650
H 0.897 0.371 1.112 0.1326
H 1.952 2.099 -0.281 0.1829
H 2.895 0.706 -0.693 0.2011
H 1.594 1.146 -1.761 0.1865
H 0.336 -1.693 -0.126 0.4977
H -2.397 0.419 0.122 0.3254
H -2.610 -1.366 1.180 0.0908
H -1.044 -1.092 2.016 0.0929
```

3.
Density functional theory data (ωB97M-V/def2-TZVPD) for a 3-piece molecular cluster, C5H14NO4 overall.

The HOMO-LUMO gap is 10.512 eV. Its energy above the lowest of the compared OMol25 structures with the same formula, charge and spin is 74.0 kcal/mol. The LUMO energy is -3.2101 eV. Its charge is +1.

XYZ file:
```
24
Properties=species:S:1:pos:R:3:nbo_charge:R:1
C -0.784 -1.420 -2.599 -0.7175
C 1.820 -1.852 1.677 -0.2352
C 2.602 0.990 0.475 -0.2938
C -1.081 -0.450 -1.481 0.8394
C 0.538 0.311 1.454 0.7853
N -3.079 2.109 0.223 -1.1018
O -2.207 0.219 -1.590 -0.6735
O -0.294 -0.297 -0.589 -0.7092
O 0.676 -0.884 1.798 -0.4172
O 1.193 1.200 0.846 -0.4027
H -1.665 -1.805 -2.993 0.2441
H -0.059 -2.103 -1.963 0.2317
H -0.192 -1.050 -3.450 0.2576
H 2.579 -1.752 2.313 0.2076
H 2.247 -1.643 0.694 0.1995
H 1.493 -2.861 1.774 0.2383
H 3.006 1.930 0.045 0.2518
H 2.761 0.076 -0.136 0.2168
H 3.175 0.819 1.475 0.2069
H -2.995 3.064 -0.158 0.3908
H -0.484 0.707 1.732 0.2069
H -2.761 2.165 1.137 0.3651
H -2.423 0.773 -0.858 0.5137
H -4.067 1.752 0.174 0.3953
```

4.
Density functional theory data (ωB97M-V/def2-TZVPD) for a single C7H12 molecule.

The HOMO-LUMO gap is 10.807 eV. Its energy above the lowest of the compared OMol25 structures with the same formula, charge and spin is 31.2 kcal/mol. The structure (SMILES) is CC[C@H]1C[C@H]2C[C@@H]12. The LUMO energy is 1.2176 eV. Its charge is 0.

XYZ file:
```
19
Properties=species:S:1:pos:R:3:nbo_charge:R:1
C -0.735 -2.453 0.273 -0.6049
C -0.202 -1.263 -0.519 -0.3963
C -0.604 0.113 0.009 -0.2009
C 0.082 0.782 1.251 -0.3992
C 0.483 1.965 0.370 -0.2243
C 1.346 1.472 -0.748 -0.4269
C -0.143 1.300 -0.839 -0.2216
H -0.420 -3.397 -0.185 0.2092
H -1.832 -2.451 0.303 0.2002
H -0.371 -2.447 1.307 0.2021
H 0.891 -1.329 -0.589 0.1952
H -0.571 -1.331 -1.553 0.2011
H -1.691 0.140 0.155 0.2030
H 0.914 0.244 1.722 0.1968
H -0.643 1.050 2.025 0.2111
H 0.440 3.012 0.654 0.2154
H 1.767 2.232 -1.400 0.2219
H 1.997 0.614 -0.583 0.2025
H -0.710 1.749 -1.651 0.2157
```

Question: Which formula does entry 3 have?
Answer: C5H14NO4